#one
16
Properties=species:S:1:pos:R:3:lowdin_charge:R:1 method="wB97M-V/def2-TZVPD" charge=0
C 1.075 0.031 1.756 -0.0358
C 0.147 0.283 0.596 -0.5691
O -0.759 1.181 0.730 -0.0641
C 0.720 0.152 -0.814 -0.1264
C -0.471 0.092 -1.810 -0.1868
O -1.699 -0.043 -1.067 -0.1292
H 0.507 0.055 2.687 0.0881
H 1.607 -0.918 1.659 0.0829
H 1.808 0.847 1.781 0.0932
H -0.601 -1.069 0.529 0.1440
H -1.535 0.745 -0.305 0.0828
H 1.363 -0.729 -0.892 0.1160
H 1.324 1.045 -1.006 0.1250
H -0.399 -0.766 -2.481 0.1203
H -0.543 1.000 -2.412 0.1216
H -1.272 -0.832 -0.200 0.1373

***

#two
16
Properties=species:S:1:pos:R:3:lowdin_charge:R:1 method="wB97M-V/def2-TZVPD" charge=0 smiles="C/C=C/CO.O"
C 2.727 -0.407 0.529 -0.1152
C 1.310 -0.204 0.811 -0.1779
C 0.280 -0.486 -0.022 -0.1199
C -1.153 -0.482 0.373 -0.2391
O -1.312 0.302 1.617 -0.0968
H 3.149 0.628 0.329 0.1039
H 2.816 -0.861 -0.440 0.0602
H 3.321 -0.955 1.208 0.0589
H 1.035 0.416 1.698 0.1156
H 0.543 -1.079 -0.943 0.1179
H -1.747 -0.033 -0.410 0.0694
H -1.570 -1.535 0.600 0.1432
H -2.021 0.927 1.409 0.0813
O -2.622 1.617 -2.283 -0.0504
H -1.705 1.378 -2.104 0.0254
H -3.051 0.772 -2.371 0.0235

***

#three
16
Properties=species:S:1:pos:R:3:lowdin_charge:R:1 method="wB97M-V/def2-TZVPD" charge=0 smiles=COC[C@@H](C)O
C 2.328 -0.845 -0.514 -0.1005
O 1.370 -0.188 0.278 -0.2144
C 0.312 0.406 -0.450 -0.1717
C -0.881 0.563 0.521 -0.4131
C -2.239 0.451 -0.170 -0.0456
O -0.851 -0.472 1.479 -0.0384
H 1.853 -1.535 -1.228 0.0920
H 2.951 -0.133 -1.073 0.0909
H 2.963 -1.420 0.165 0.0920
H 0.036 -0.243 -1.296 0.1202
H 0.631 1.377 -0.858 0.1338
H -0.791 1.541 1.023 0.1394
H -2.940 0.058 0.571 0.0816
H -2.200 -0.269 -0.995 0.0767
H -2.629 1.400 -0.547 0.0771
H 0.060 -0.801 1.487 0.0800

***

Which of them is the least stable? Correct choice: #one.

***

#one
22
Properties=species:S:1:pos:R:3:lowdin_charge:R:1 method="wB97M-V/def2-TZVPD" charge=0 smiles=CCCCCN.O
C 3.898 0.255 -0.409 -0.1479
C 2.546 -0.177 0.042 -0.3128
C 1.407 0.898 -0.057 -0.1766
C 0.041 0.404 0.694 -0.1961
C -0.821 -0.798 0.253 -0.2637
N -1.542 -0.396 -1.036 -0.0221
H 3.773 0.687 -1.375 0.0603
H 4.071 1.119 0.263 0.0789
H 4.762 -0.379 -0.407 0.0649
H 2.545 -0.657 1.061 0.1074
H 2.402 -1.190 -0.530 0.1262
H 1.685 1.860 0.419 0.1059
H 1.176 1.140 -1.066 0.0785
H 0.409 0.350 1.722 0.0914
H -0.641 1.257 0.538 0.0930
H -0.257 -1.740 0.295 0.1028
H -1.578 -0.896 0.954 0.0597
H -1.354 -1.131 -1.798 0.0855
H -2.561 -0.444 -0.803 0.0340
O -4.524 -0.132 0.437 -0.0628
H -5.254 -0.509 0.885 0.0089
H -4.609 0.869 0.458 0.0844

***

#two
22
Properties=species:S:1:pos:R:3:lowdin_charge:R:1 method="wB97M-V/def2-TZVPD" charge=0 smiles=CC(C)N(C)C.O
C -1.110 0.983 0.445 -0.0540
C 0.197 0.818 -0.359 -0.4329
C 0.662 2.081 -1.105 -0.0531
N 1.326 0.278 0.406 -0.2680
C 1.782 -1.027 0.040 -0.1186
C 1.345 0.475 1.827 -0.1166
H -1.808 1.524 -0.200 0.0753
H -0.995 1.545 1.366 0.0661
H -1.491 -0.027 0.561 0.0755
H -0.037 0.101 -1.110 0.1098
H -0.147 2.596 -1.613 0.0707
H 1.158 2.724 -0.363 0.0776
H 1.505 1.770 -1.706 0.0680
H 1.152 -1.818 0.472 0.0838
H 1.900 -1.156 -1.041 0.0854
H 2.818 -1.191 0.375 0.0846
H 2.363 0.341 2.197 0.0842
H 0.705 -0.245 2.350 0.0863
H 1.103 1.489 2.086 0.0763
O -4.416 -3.515 -1.376 -0.0622
H -4.547 -4.200 -2.036 0.0290
H -3.465 -3.542 -1.214 0.0330

***

#three
22
Properties=species:S:1:pos:R:3:lowdin_charge:R:1 method="wB97M-V/def2-TZVPD" charge=0 smiles=CC(C)CCN.O
C -0.596 1.007 -1.382 -0.0894
C -0.700 0.655 0.099 -0.4450
C -2.045 -0.041 0.386 -0.0788
C 0.471 -0.193 0.582 -0.2108
C 0.816 -0.004 2.058 -0.2843
N 1.711 -1.074 2.532 -0.0078
H -1.535 1.459 -1.725 0.0784
H -0.392 0.116 -1.968 0.0620
H 0.213 1.715 -1.585 0.0780
H -0.700 1.589 0.674 0.1299
H -2.273 -0.795 -0.370 0.0790
H -2.854 0.680 0.273 0.0727
H -2.038 -0.491 1.381 0.0716
H 1.383 -0.020 -0.005 0.1116
H 0.287 -1.258 0.424 0.1137
H -0.112 0.042 2.622 0.1010
H 1.344 0.948 2.149 0.1109
H 1.232 -1.685 3.185 0.0623
H 2.537 -0.696 2.968 0.0540
O 1.319 -0.957 -4.190 -0.0634
H 1.456 -0.278 -3.516 0.0207
H 0.475 -0.717 -4.592 0.0338

***

#four
22
Properties=species:S:1:pos:R:3:lowdin_charge:R:1 method="wB97M-V/def2-TZVPD" charge=0 smiles=CCNC(C)C.O
C 2.408 -1.772 -0.507 -0.1110
C 0.870 -1.714 -0.658 -0.3120
N 0.130 -1.099 0.433 -0.0739
C 0.223 0.441 0.484 -0.3699
C 1.543 0.767 1.367 -0.0586
C -1.049 1.131 0.922 -0.0881
H 2.649 -2.380 0.378 0.0690
H 2.788 -0.770 -0.319 0.0473
H 2.932 -2.191 -1.386 0.0742
H 0.808 -1.178 -1.590 0.0924
H 0.417 -2.713 -0.757 0.1078
H 0.368 -1.679 1.248 0.1089
H 0.497 0.654 -0.534 0.1067
H 1.942 1.700 0.940 0.0756
H 1.212 1.007 2.406 0.0706
H 2.068 -0.160 1.549 0.0414
H -1.052 2.186 1.289 0.0844
H -1.700 1.199 0.054 0.0560
H -1.718 0.590 1.619 0.0800
O -5.327 2.309 -2.120 -0.0683
H -4.388 2.211 -2.336 0.0322
H -5.621 1.459 -2.480 0.0352

***

Which of them is the least stable? Correct choice: #four.

***

#one
22
Properties=species:S:1:pos:R:3:lowdin_charge:R:1 method="wB97M-V/def2-TZVPD" charge=0 smiles=CCCNCC.O
C -1.868 0.219 -1.633 -0.1590
C -1.671 0.081 -0.197 -0.3141
C -0.337 0.716 0.107 -0.2078
N 0.741 -0.388 0.453 -0.0628
C 1.941 -0.035 -0.273 -0.2853
C 2.646 1.266 0.326 -0.0894
H -2.306 1.294 -1.763 0.1081
H -0.849 0.180 -2.150 0.0874
H -2.559 -0.613 -2.097 0.1078
H -1.670 -1.036 0.081 0.0963
H -2.505 0.465 0.457 0.1222
H -0.039 1.334 -0.708 0.0833
H -0.170 1.446 0.848 0.0878
H 0.801 -0.439 1.424 0.0667
H 1.867 -0.111 -1.368 0.1049
H 2.701 -0.876 -0.077 0.1141
H 3.746 1.278 0.125 0.0762
H 2.408 1.397 1.313 0.0251
H 2.388 2.225 -0.109 0.0529
O -2.087 -2.979 1.531 -0.0567
H -1.971 -2.770 2.445 0.0171
H -1.208 -2.653 1.264 0.0253

***

#two
22
Properties=species:S:1:pos:R:3:lowdin_charge:R:1 method="wB97M-V/def2-TZVPD" charge=0 smiles=CC(C)N(C)C.O
C -2.054 1.058 -0.644 -0.0874
C -1.305 -0.155 -1.190 -0.4181
C -2.022 -1.427 -0.757 -0.0766
N 0.135 -0.199 -0.795 -0.2371
C 0.731 1.117 -0.897 -0.1251
C 0.443 -0.860 0.472 -0.1087
H -3.123 1.016 -0.863 0.0764
H -2.021 1.077 0.452 0.0829
H -1.730 2.039 -0.985 0.0658
H -1.274 -0.039 -2.277 0.1330
H -3.046 -1.493 -1.127 0.0794
H -2.051 -1.465 0.326 0.0734
H -1.539 -2.301 -1.183 0.0794
H 0.621 1.459 -1.922 0.0892
H 1.796 1.064 -0.646 0.0793
H 0.348 1.847 -0.173 0.0787
H 1.519 -0.743 0.605 0.0673
H -0.019 -0.406 1.359 0.0872
H 0.181 -1.907 0.399 0.0730
O 3.477 0.383 3.026 -0.0436
H 2.906 0.413 2.255 0.0095
H 3.556 -0.549 3.178 0.0221

***

#three
22
Properties=species:S:1:pos:R:3:lowdin_charge:R:1 method="wB97M-V/def2-TZVPD" charge=0 smiles=CC[C@@H](C)NC.O
C -1.297 2.263 -0.190 -0.1038
C -0.057 1.371 -0.141 -0.2399
C -0.366 -0.117 -0.150 -0.4275
C -1.097 -0.538 -1.454 -0.0502
N 0.877 -0.874 0.095 -0.1121
C 0.684 -2.321 0.188 -0.1196
H -1.576 2.497 -1.212 0.0646
H -1.093 3.199 0.348 0.0748
H -2.120 1.799 0.353 0.0764
H 0.600 1.633 -0.985 0.1189
H 0.517 1.606 0.747 0.0916
H -1.022 -0.348 0.703 0.1405
H -1.952 -1.200 -1.278 0.0764
H -1.438 0.336 -1.997 0.0603
H -0.380 -1.050 -2.090 0.0755
H 1.508 -0.674 -0.674 0.1051
H 0.736 -2.649 1.222 0.0698
H 1.439 -2.862 -0.384 0.0818
H -0.316 -2.652 -0.126 0.0736
O 2.189 0.123 2.737 -0.0905
H 1.383 -0.050 2.231 -0.0073
H 2.781 0.510 2.058 0.0415

***

#four
22
Properties=species:S:1:pos:R:3:lowdin_charge:R:1 method="wB97M-V/def2-TZVPD" charge=0 smiles=CCN(C)CC.O
C 1.782 -0.479 -0.807 -0.1206
C 0.521 -1.111 -1.389 -0.2314
N -0.813 -0.951 -0.656 -0.2779
C -0.749 -1.618 0.649 -0.1128
C -1.511 0.284 -0.764 -0.2613
C -0.845 1.495 0.013 -0.0760
H 2.074 0.525 -1.258 0.0797
H 1.688 -0.287 0.274 0.0621
H 2.655 -1.138 -1.043 0.0778
H 0.558 -2.190 -1.297 0.0922
H 0.386 -0.650 -2.400 0.1175
H -1.728 -2.138 0.764 0.0725
H -0.774 -0.810 1.521 0.0901
H 0.159 -2.384 0.798 0.1274
H -2.620 0.164 -0.546 0.1265
H -1.320 0.514 -1.828 0.1052
H -1.339 2.449 -0.109 0.0576
H 0.136 1.560 -0.565 0.0804
H -0.710 1.383 1.095 0.0209
O 1.183 1.666 2.660 -0.0726
H 0.390 1.158 2.534 -0.0206
H 0.878 2.560 2.354 0.0634

***

Which of them is the least stable? Correct choice: #one.

***

#one
22
Properties=species:S:1:pos:R:3:lowdin_charge:R:1 method="wB97M-V/def2-TZVPD" charge=0 smiles=CNCC(C)C.O
C 0.012 -2.145 -1.185 -0.1424
N 0.559 -1.355 -0.079 -0.1052
C 0.024 0.027 -0.070 -0.2486
C 0.677 0.869 1.037 -0.4141
C 2.196 1.072 0.767 -0.0672
C -0.027 2.213 0.976 -0.1096
H 0.490 -1.761 -2.085 0.0779
H -1.066 -2.172 -1.385 0.0497
H 0.332 -3.174 -1.019 0.0752
H 0.168 -1.726 0.780 0.0982
H -1.066 -0.008 0.083 0.1100
H 0.204 0.581 -0.984 0.1161
H 0.578 0.347 1.982 0.1237
H 2.557 2.068 0.988 0.0675
H 2.324 0.836 -0.297 0.0737
H 2.732 0.265 1.260 0.0686
H -1.108 2.260 1.125 0.0750
H 0.171 2.826 0.086 0.0837
H 0.378 2.915 1.728 0.0766
O -3.589 -1.010 -1.050 -0.0479
H -3.212 -1.071 -1.934 0.0328
H -3.335 -1.857 -0.723 0.0063

***

#two
22
Properties=species:S:1:pos:R:3:lowdin_charge:R:1 method="wB97M-V/def2-TZVPD" charge=0
C 2.640 0.772 0.549 -0.1605
C 2.605 0.035 -1.165 -0.0106
C 1.426 0.073 1.188 0.1278
N -2.267 0.664 -1.028 -0.0297
C -1.093 0.212 -0.273 -0.4032
C -1.220 -1.266 -0.033 -0.1359
H 1.144 0.601 2.019 0.0564
H 3.677 0.618 0.922 0.1127
H 3.468 -0.564 -1.488 0.0459
H 2.122 0.621 -2.024 0.0821
H 1.854 -0.530 -0.559 -0.0179
H 2.603 1.855 0.421 0.0770
H 1.717 -0.992 1.299 0.1064
H -2.198 1.695 -1.264 0.0837
H -0.143 0.365 -0.870 0.0986
H -1.015 0.710 0.712 0.0924
H -0.280 -1.567 0.481 0.0412
H -2.117 -1.390 0.634 0.0532
H -1.383 -1.841 -1.019 0.1086
H -4.650 -0.126 1.101 -0.0739
H -3.106 0.395 -0.418 0.0181
O -3.786 -0.340 0.814 -0.2726

***

Which of them is the least stable? Correct choice: #two.